(1)
Density functional theory data (ωB97M-V with the def2-TZVPD basis set) for a molecular structure, C28H24Cl2MnN7O5SbSe4.

Geometry as XYZ:
```
72
C28H24Cl2MnN7O5SbSe4 (ωB97M-V with the def2-TZVPD basis set)
Mn 0.251 0.395 -0.804
Cl -4.350 -0.854 -0.845
C -3.920 0.219 0.467
C -4.952 0.581 1.339
C -4.700 1.402 2.393
Cl -6.009 1.820 3.480
C -3.400 1.913 2.613
C -3.078 2.793 3.669
C -1.805 3.259 3.785
C -0.844 2.846 2.845
N -1.101 2.020 1.859
C -2.360 1.542 1.726
C -2.593 0.633 0.614
O -1.657 0.240 -0.171
H -5.946 0.190 1.172
H -3.848 3.075 4.375
H -1.511 3.918 4.590
H 0.174 3.211 2.921
O 7.198 2.012 0.666
C 7.079 1.696 -0.636
O 8.063 1.646 -1.337
C 5.701 1.411 -1.110
C 4.587 2.023 -0.537
C 3.314 1.674 -0.932
C 3.106 0.662 -1.876
C 4.232 0.072 -2.472
C 5.506 0.458 -2.103
N 1.811 0.224 -2.119
C 1.568 -0.493 -3.226
C 0.404 -1.262 -3.293
C 0.029 -2.044 -4.418
C -1.096 -2.814 -4.356
C -1.867 -2.824 -3.177
C -1.458 -2.027 -2.128
N -0.379 -1.247 -2.167
H 6.377 1.800 1.154
H 4.689 2.774 0.235
H 2.463 2.159 -0.460
H 4.107 -0.749 -3.165
H 6.372 -0.023 -2.540
H 2.280 -0.507 -4.044
H 0.654 -2.025 -5.303
H -1.387 -3.422 -5.205
H -2.747 -3.442 -3.075
H -2.012 -1.997 -1.203
N -1.315 -1.730 2.940
C -0.379 -2.821 3.209
C -0.293 -3.774 2.020
O 0.500 -4.678 1.926
O -1.258 -3.581 1.109
H -0.789 -0.962 2.518
H -1.682 -1.359 3.809
H -1.747 -2.785 1.446
H -0.741 -3.413 4.054
H 0.631 -2.486 3.454
Se 2.721 3.238 2.294
Sb 2.271 0.854 2.777
Se 1.477 -0.746 0.968
Se 4.756 0.813 2.874
Se 1.130 0.396 4.847
N -3.221 1.652 -2.935
C -2.250 2.366 -2.265
C -0.903 1.963 -2.334
N 0.007 2.519 -1.564
C -0.351 3.563 -0.804
C -1.637 4.050 -0.873
N -2.600 3.446 -1.576
H -3.039 0.656 -2.968
H -4.145 1.846 -2.575
H -0.602 1.158 -2.996
H 0.398 3.965 -0.133
H -1.927 4.929 -0.307
```

Summary:
* LUMO energy (alpha / beta): 0.1395 / 0.1199 Eh
* HOMO (alpha / beta): -1.5 / -2.3 eV
* relative energy (zero: lowest compared OMol25 entry of this formula, charge and spin): 0.00 kcal per mole
* orbital gap (alpha / beta): 5.26 / 5.57 eV
* total charge: -2
* spin multiplicity: 6



(2)
Density functional theory data (ωB97M-V with the def2-TZVPD basis set) for 16 unconnected molecules or ions with the total composition C24H23Cl45FN2O4.

Geometry as XYZ:
```
99
C24H23Cl45FN2O4 (ωB97M-V with the def2-TZVPD basis set)
C -1.493 -0.826 -4.051
C -2.526 0.296 -4.094
C -3.675 0.293 -3.339
C -4.510 1.402 -3.459
C -5.797 1.497 -2.652
O -6.003 2.300 -1.810
O -6.756 0.497 -2.946
C -7.562 0.900 -3.957
O -7.329 1.800 -4.713
N -8.775 0.161 -4.051
C -8.561 -1.085 -4.720
O -8.356 -1.156 -5.890
F -8.598 -2.178 -3.966
C -4.215 2.474 -4.313
C -3.053 2.377 -5.027
N -2.251 1.317 -4.907
H -0.561 -0.360 -3.697
H -1.750 -1.599 -3.321
H -1.275 -1.226 -5.050
H -3.916 -0.513 -2.648
H -9.476 0.709 -4.538
H -4.858 3.347 -4.383
H -2.718 3.164 -5.700
H -1.384 1.301 -5.435
C 0.472 2.311 -2.024
Cl 1.516 1.737 -3.327
Cl 0.373 4.065 -2.032
Cl -1.146 1.596 -2.169
H 0.902 1.995 -1.080
C 5.584 2.610 -4.011
Cl 4.884 1.419 -5.114
Cl 4.313 3.534 -3.208
Cl 6.622 1.820 -2.823
H 6.190 3.295 -4.591
C 9.039 1.037 0.186
Cl 10.717 1.070 -0.367
Cl 8.593 -0.587 0.716
Cl 8.803 2.203 1.486
H 8.397 1.313 -0.643
C -10.335 -3.885 -0.793
Cl -11.620 -2.771 -0.333
Cl -8.947 -3.710 0.284
Cl -10.922 -5.553 -0.781
H -10.019 -3.645 -1.801
C 11.538 5.076 3.312
Cl 11.334 4.025 1.909
Cl 10.763 6.638 3.036
Cl 10.892 4.303 4.762
H 12.598 5.244 3.463
C -10.855 -6.645 2.826
Cl -12.193 -5.600 3.315
Cl -9.468 -6.418 3.895
Cl -11.359 -8.336 2.806
H -10.559 -6.367 1.822
C -5.087 -4.565 1.673
Cl -4.012 -3.953 2.933
Cl -6.442 -5.442 2.383
Cl -5.673 -3.243 0.650
H -4.526 -5.250 1.049
C 14.273 -1.134 -0.326
Cl 13.520 0.369 -0.866
Cl 14.379 -2.290 -1.653
Cl 15.873 -0.824 0.357
H 13.651 -1.564 0.450
C 11.466 0.630 5.550
Cl 10.726 -0.868 6.122
Cl 13.226 0.536 5.650
Cl 10.957 0.987 3.899
H 11.133 1.439 6.189
C -11.498 -1.105 3.464
Cl -11.742 -2.853 3.402
Cl -10.490 -0.665 4.846
Cl -10.771 -0.542 1.956
H -12.461 -0.623 3.580
C 16.128 2.297 2.405
Cl 16.666 1.454 3.861
Cl 14.460 2.847 2.583
Cl 17.197 3.653 2.039
H 16.167 1.600 1.576
C -2.318 -2.462 6.383
Cl -2.397 -4.083 7.069
Cl -1.015 -1.533 7.136
Cl -2.098 -2.540 4.630
H -3.256 -1.960 6.586
C 1.069 4.638 2.254
Cl 2.831 4.694 2.307
Cl 0.396 6.257 2.063
Cl 0.518 3.580 0.944
H 0.710 4.229 3.193
C -6.126 -3.377 -6.191
Cl -6.220 -4.993 -5.496
Cl -4.807 -2.454 -5.438
Cl -5.903 -3.455 -7.935
H -7.056 -2.864 -5.990
C -0.389 1.718 5.033
Cl 0.682 1.161 3.744
Cl -0.497 3.484 5.028
Cl -1.986 0.995 4.869
H 0.031 1.406 5.982
```

Summary:
* LUMO energy: -0.1700 Eh
* HOMO: -11.8 eV
* orbital gap: 7.20 eV
* total charge: +1
* spin multiplicity: 1



(3)
Density functional theory data (ωB97M-V with the def2-TZVPD basis set) for a molecular structure, C38H38F3N6PbS2.

Geometry as XYZ:
```
88
C38H38F3N6PbS2 (ωB97M-V with the def2-TZVPD basis set)
Pb 0.225 0.825 0.304
C 3.604 -2.312 -2.684
S 4.384 -0.679 -2.573
C 3.545 0.026 -1.194
S 3.100 -1.119 0.110
N 3.414 1.288 -1.232
N 2.689 2.013 -0.340
C 3.210 3.103 0.048
C 2.532 4.052 0.946
C 2.978 5.369 0.959
C 2.347 6.284 1.785
C 1.315 5.844 2.596
C 0.952 4.505 2.530
N 1.529 3.621 1.720
H 4.211 -2.878 -3.387
H 2.590 -2.204 -3.060
H 3.605 -2.822 -1.722
H 4.214 3.369 -0.286
H 3.802 5.671 0.323
H 2.660 7.320 1.802
H 0.805 6.517 3.273
H 0.157 4.126 3.165
C -1.739 1.318 2.832
N -2.343 1.275 1.503
C -3.584 0.497 1.552
C -2.612 2.622 0.994
C -2.670 2.637 -0.520
N -1.342 2.528 -1.146
C -0.639 3.816 -1.073
C -1.515 2.164 -2.561
H -2.393 1.816 3.562
H -0.783 1.846 2.787
H -1.549 0.300 3.175
H -4.314 0.960 2.233
H -3.374 -0.512 1.903
H -4.037 0.423 0.564
H -1.823 3.300 1.331
H -3.561 3.000 1.400
H -3.154 3.563 -0.859
H -3.283 1.804 -0.864
H -1.208 4.604 -1.584
H 0.334 3.724 -1.559
H -0.473 4.113 -0.039
H -2.147 2.900 -3.077
H -1.966 1.179 -2.640
H -0.544 2.127 -3.054
C 4.158 1.397 3.109
C 3.202 1.121 4.077
C 2.241 0.154 3.839
C 2.179 -0.512 2.614
C 3.125 -0.193 1.629
C 4.133 0.728 1.898
C 1.188 -1.633 2.460
C 1.400 -2.789 3.245
C 0.551 -3.845 3.116
C -0.534 -3.762 2.221
C -1.456 -4.823 2.055
C -2.522 -4.687 1.216
C -2.705 -3.482 0.502
C -1.822 -2.449 0.631
C -0.706 -2.558 1.493
N 0.177 -1.512 1.623
H 4.938 2.122 3.306
H 3.225 1.643 5.025
H 1.520 -0.099 4.609
H 4.896 0.915 1.153
H 2.243 -2.819 3.922
H 0.695 -4.751 3.694
H -1.294 -5.744 2.605
H -3.232 -5.496 1.097
H -3.556 -3.382 -0.163
H -1.948 -1.539 0.061
F -3.814 -5.754 -5.167
C -2.772 -5.186 -5.810
F -3.262 -4.621 -6.928
F -1.938 -6.170 -6.177
C -2.095 -4.170 -4.937
C -0.856 -4.428 -4.376
C -0.270 -3.492 -3.538
C -0.919 -2.290 -3.256
C -2.168 -2.042 -3.837
C -2.753 -2.975 -4.672
C -0.360 -1.333 -2.338
C 0.021 -0.520 -1.519
H -0.352 -5.361 -4.590
H 0.693 -3.697 -3.088
H -2.677 -1.109 -3.625
H -3.720 -2.780 -5.119
```

Summary:
* LUMO energy: -0.1052 Eh
* HOMO: -10.8 eV
* relative energy (zero: lowest compared OMol25 entry of this formula, charge and spin): 0.77 kcal per mole
* orbital gap: 7.97 eV
* total charge: +1
* spin multiplicity: 1



(4)
Density functional theory data (ωB97M-V with the def2-TZVPD basis set) for 4 unconnected molecules or ions with the total composition C2H12N2O3.

Geometry as XYZ:
```
19
C2H12N2O3 (ωB97M-V with the def2-TZVPD basis set)
C 1.230 -0.538 -2.815
N 2.095 -0.011 -1.737
C 1.415 0.440 -0.614
N 1.795 0.284 0.601
H 0.483 -1.204 -2.381
H 0.825 0.281 -3.403
H 1.861 -1.117 -3.495
H 2.758 -0.722 -1.412
H 0.549 1.034 -0.919
H 2.766 0.575 0.686
H -3.635 -1.804 1.320
H -2.360 -1.158 1.852
O -2.719 -2.011 1.570
H -3.029 1.728 -0.051
H -1.809 1.681 -1.011
O -2.069 1.799 -0.094
H 0.111 -0.148 3.279
H 0.053 0.540 1.893
O -0.496 0.190 2.615
```

Summary:
* LUMO energy: 0.0202 Eh
* HOMO: -9.0 eV
* relative energy (zero: lowest compared OMol25 entry of this formula, charge and spin): 39.20 kcal per mole
* SMILES: [H]/N=C\NC.O.O.O
* orbital gap: 9.55 eV
* spin multiplicity: 1



(5)
Density functional theory data (ωB97M-V with the def2-TZVPD basis set) for a molecular structure, C9H17AsF6N3O4S3Ta.

Geometry as XYZ:
```
44
C9H17AsF6N3O4S3Ta (ωB97M-V with the def2-TZVPD basis set)
Ta -0.078 0.180 -0.634
F 5.221 5.451 7.353
C 5.753 5.997 6.384
F 5.248 7.011 5.893
F 6.789 5.529 5.905
S 1.178 1.556 1.091
O 0.864 0.004 1.161
O 1.581 1.531 -0.407
N -0.456 1.891 0.860
S -1.538 2.532 -0.091
O -1.646 1.284 -1.066
O -2.754 2.927 0.480
C -0.799 3.915 -1.192
F -0.143 3.315 -2.171
F 0.025 4.572 -0.414
F -1.776 4.634 -1.626
C 3.141 0.198 -2.753
As 1.257 -0.133 -2.968
C 0.569 1.066 -4.319
C 1.041 -1.930 -3.649
H 3.582 0.162 -3.750
H 3.582 -0.579 -2.132
H 3.298 1.179 -2.313
H 0.998 0.731 -5.265
H 0.895 2.083 -4.115
H -0.516 1.007 -4.374
H 1.606 -1.976 -4.581
H -0.008 -2.132 -3.855
H 1.449 -2.654 -2.946
S -0.755 -2.052 -0.744
C -1.761 -2.553 0.673
N -1.164 -2.841 1.801
C -1.939 -3.391 2.947
C -3.086 -4.227 2.405
C -3.932 -3.405 1.451
N -3.044 -2.705 0.476
H -0.154 -2.859 1.835
H -2.298 -2.552 3.544
H -1.250 -3.977 3.549
H -3.709 -4.565 3.232
H -2.699 -5.116 1.904
H -4.528 -2.651 1.963
H -4.599 -4.035 0.864
H -3.445 -2.420 -0.407
```

Summary:
* LUMO energy: -0.5100 Eh
* HOMO: -21.1 eV
* relative energy (zero: lowest compared OMol25 entry of this formula, charge and spin): 12.90 kcal per mole
* orbital gap: 7.22 eV
* total charge: +4
* spin multiplicity: 1



(6)
Density functional theory data (ωB97M-V with the def2-TZVPD basis set) for a molecular structure, C5H12O2.

Geometry as XYZ:
```
19
C5H12O2 (ωB97M-V with the def2-TZVPD basis set)
C -0.626 1.544 1.666
C -0.164 0.886 0.417
C 0.610 -0.431 0.539
O -0.253 -1.314 1.224
C 1.049 -0.968 -0.831
C -0.113 -0.797 -1.812
O -0.552 0.540 -1.862
H -1.201 2.424 1.355
H -1.285 0.834 2.162
H 0.191 1.857 2.312
H 0.521 1.566 -0.155
H -1.484 0.615 0.035
H 1.523 -0.235 1.138
H 0.172 -2.178 1.278
H 1.359 -2.026 -0.756
H 1.931 -0.414 -1.182
H -0.938 -1.440 -1.477
H 0.173 -1.085 -2.825
H -1.271 0.609 -1.171
```

Summary:
* LUMO energy: 0.0300 Eh
* HOMO: -9.2 eV
* relative energy (zero: lowest compared OMol25 entry of this formula, charge and spin): 73.45 kcal per mole
* orbital gap: 10.05 eV
* spin multiplicity: 1



(7)
Density functional theory data (ωB97M-V with the def2-TZVPD basis set) for a molecular structure, C14H33AsGaNO2Si3.

Geometry as XYZ:
```
55
C14H33AsGaNO2Si3 (ωB97M-V with the def2-TZVPD basis set)
Ga 7.876 11.155 9.669
N 7.257 12.384 8.234
C 8.150 12.416 6.995
C 9.546 12.913 7.344
C 10.274 12.272 8.509
O 11.356 12.677 8.943
O 9.667 11.215 9.087
H 6.294 12.071 7.961
H 7.134 13.372 8.608
H 7.651 13.085 6.274
H 8.059 11.435 6.543
H 9.533 14.013 7.457
H 10.312 12.698 6.524
C 5.253 6.056 8.277
Si 6.151 7.327 7.226
C 7.753 6.849 6.387
C 4.961 7.996 5.925
C 6.720 8.658 8.520
C 7.116 9.441 9.370
H 4.574 5.456 7.692
H 4.644 6.643 9.005
H 5.917 5.354 8.778
H 7.645 6.116 5.585
H 8.422 6.505 7.192
H 8.226 7.746 5.959
H 4.834 7.316 5.054
H 5.388 8.925 5.547
H 3.966 8.186 6.355
C 10.801 12.601 12.734
Si 9.433 11.296 12.846
C 9.084 10.885 14.729
C 10.100 9.774 11.943
As 7.346 12.057 12.038
Si 7.635 14.472 12.133
C 9.001 15.190 11.089
C 7.896 14.863 13.983
C 5.991 15.259 11.489
H 11.775 12.224 13.101
H 10.552 13.465 13.351
H 10.906 12.944 11.672
H 9.850 10.183 15.169
H 8.059 10.435 14.850
H 9.092 11.821 15.320
H 10.910 9.263 12.485
H 10.428 10.216 10.959
H 9.334 9.018 11.783
H 9.426 15.987 11.751
H 8.541 15.648 10.179
H 9.875 14.569 10.786
H 8.941 15.166 14.201
H 7.747 14.011 14.650
H 7.207 15.693 14.270
H 5.759 14.968 10.414
H 6.197 16.330 11.543
H 5.119 14.979 12.054
```

Summary:
* LUMO energy: -0.0032 Eh
* HOMO: -7.8 eV
* orbital gap: 7.68 eV
* spin multiplicity: 1



(8)
Density functional theory data (ωB97M-V with the def2-TZVPD basis set) for 3 unconnected molecules or ions with the total composition C29H53BN2O3.

Geometry as XYZ:
```
88
C29H53BN2O3 (ωB97M-V with the def2-TZVPD basis set)
C 4.934 -2.378 0.035
C 4.592 -0.853 -0.136
C 4.333 -0.438 -1.661
C 2.805 -0.533 -2.038
O 2.447 -1.758 -2.744
B 1.683 -2.533 -1.849
C 0.227 -3.157 -2.205
C -0.798 -2.226 -1.438
C -0.649 -0.784 -1.563
C -1.579 0.083 -0.810
C -2.621 -0.479 0.028
C -2.753 -1.945 0.087
C -1.850 -2.844 -0.635
H 4.124 -3.075 -0.287
H 5.842 -2.631 -0.581
H 5.158 -2.548 1.125
H 3.702 -0.508 0.454
H 5.506 -0.277 0.192
H 4.609 0.659 -1.703
H 5.017 -0.964 -2.372
H 2.197 -0.446 -1.090
H 2.540 0.385 -2.636
H 2.068 -2.733 -0.742
H 0.020 -3.204 -3.303
H 0.150 -4.177 -1.727
H 0.110 -0.262 -2.183
H -1.443 1.192 -0.881
H -3.303 0.199 0.600
H -3.577 -2.364 0.709
H -1.997 -3.943 -0.547
C -1.278 6.790 -3.333
C -0.322 5.698 -2.796
C 0.977 5.700 -3.619
C 0.816 5.092 -5.011
C 0.188 3.705 -4.926
C -1.124 3.679 -4.126
N -1.008 4.371 -2.809
O -0.346 3.565 -1.986
C -2.256 4.317 -4.961
C -1.573 2.214 -3.974
C 0.009 6.168 -1.366
H -2.305 6.613 -3.005
H -0.996 7.778 -2.964
H -1.270 6.877 -4.419
H 1.754 5.139 -3.088
H 1.357 6.721 -3.717
H 0.214 5.746 -5.649
H 1.795 5.019 -5.491
H 0.016 3.326 -5.938
H 0.915 3.024 -4.468
H -3.172 4.413 -4.373
H -2.491 3.697 -5.829
H -2.006 5.295 -5.366
H -0.815 1.591 -3.497
H -1.767 1.765 -4.950
H -2.493 2.141 -3.388
H -0.886 6.178 -0.739
H 0.416 7.181 -1.380
H 0.760 5.544 -0.882
C -1.713 -1.314 4.848
C -1.049 -2.316 3.873
C -2.077 -3.376 3.444
C -2.383 -4.401 4.533
C -1.098 -5.027 5.066
C -0.061 -3.987 5.522
N 0.164 -2.916 4.508
O 0.917 -3.426 3.541
C -0.504 -3.363 6.863
C 1.243 -4.727 5.885
C -0.698 -1.456 2.644
H -0.963 -0.758 5.414
H -2.312 -0.577 4.308
H -2.402 -1.784 5.549
H -1.710 -3.912 2.560
H -3.009 -2.891 3.137
H -2.950 -3.941 5.347
H -3.025 -5.186 4.123
H -1.341 -5.699 5.893
H -0.668 -5.657 4.279
H 0.158 -2.543 7.152
H -0.470 -4.105 7.665
H -1.526 -2.992 6.859
H 1.629 -5.324 5.057
H 1.073 -5.420 6.711
H 2.022 -4.025 6.194
H 0.038 -0.688 2.899
H -1.582 -0.950 2.260
H -0.304 -2.045 1.815
```

Summary:
* LUMO energy (alpha / beta): 0.0272 / -0.0032 Eh
* HOMO (alpha / beta): -8.6 / -8.7 eV
* relative energy (zero: lowest compared OMol25 entry of this formula, charge and spin): 37.62 kcal per mole
* orbital gap (alpha / beta): 9.35 / 8.64 eV
* spin multiplicity: 3